C5H7BrIN2 | wB97M-V/def2-TZVPD

Properties
Max |F| = 4.04 eV/A
Energy relative to the best compared isomer or geometry (same formula, charge and spin) = 17.8 kcal/mol
M = 301.93 g/mol
HOMO = -12.6 eV
LUMO = -0.15653 hartree
Total charge = +1

Element x y z (Å)
1 C -1.07655 0.65313 0.91828
2 C -0.74265 -0.43879 0.01442
3 C 0.76541 1.79424 -0.02734
4 C -0.32780 1.76388 0.82984
5 C 0.34898 -0.24673 -0.77813
6 N 1.08915 0.78563 -0.78842
7 N 0.98906 -1.38135 -1.51794
8 Br 5.33063 1.24941 -0.36259
9 I 4.46775 -0.84554 0.40851
10 H -1.85668 0.54327 1.72404
11 H -1.33520 -1.25274 -0.10052
12 H 1.39609 2.70351 -0.11235
13 H -0.54076 2.77361 1.39404
14 H 0.38877 -2.21579 -1.51414
15 H 1.93155 -1.68365 -1.10556
16 H 0.97854 -1.09994 -2.43812

These are the natural (NBO) partial charges, in e, on atoms 1 to 4: -0.131 -0.245 0.083 -0.237